Entry 1:
{"formula": "C35H75O27P3", "method": "ωB97M-V with the def2-TZVPD basis set", "elements": ["C", "O", "C", "O", "O", "C", "H", "H", "H", "H", "H", "H", "C", "O", "C", "O", "O", "C", "H", "H", "H", "H", "H", "H", "C", "O", "C", "O", "O", "C", "H", "H", "H", "H", "H", "H", "C", "C", "O", "P", "O", "O", "C", "C", "O", "C", "C", "H", "H", "H", "H", "H", "H", "H", "H", "H", "H", "H", "H", "H", "H", "H", "C", "C", "O", "P", "O", "O", "C", "C", "O", "C", "C", "H", "H", "H", "H", "H", "H", "H", "H", "H", "H", "H", "H", "H", "H", "H", "C", "C", "O", "P", "O", "O", "C", "C", "O", "C", "C", "H", "H", "H", "H", "H", "H", "H", "H", "H", "H", "H", "H", "H", "H", "H", "C", "C", "C", "O", "C", "O", "O", "H", "H", "H", "H", "H", "H", "C", "C", "C", "O", "C", "O", "O", "H", "H", "H", "H", "H", "H"], "xyz": [[-5.1926, 3.3939, 8.9215], [-3.9134, 3.5897, 9.4799], [-2.8722, 2.7727, 9.0343], [-2.8029, 2.0444, 8.0862], [-1.8562, 2.9866, 9.8722], [-0.6620, 2.1136, 9.7742], [-6.0032, 3.9257, 9.4197], [-5.5524, 2.3737, 9.0555], [-5.2872, 3.5874, 7.8530], [-1.0876, 1.1197, 9.6363], [-0.0919, 2.0747, 10.7024], [-0.1295, 2.3452, 8.8517], [-0.5184, -1.2777, 2.9114], [-0.1288, -1.0059, 1.5744], [1.2051, -0.8510, 1.2935], [2.1954, -1.0274, 2.0084], [1.2010, -0.7180, -0.0431], [2.2758, -0.0281, -0.5883], [0.2201, -1.7745, 3.5406], [-1.3821, -1.9402, 2.9688], [-0.6650, -0.3155, 3.4020], [3.2562, -0.5021, -0.5416], [2.2677, 1.0009, -0.2289], [2.0315, 0.1328, -1.6383], [1.4141, 1.8845, -7.6548], [1.1742, 2.4506, -8.9594], [-0.0246, 2.4629, -9.4708], [-0.9377, 1.8769, -8.8363], [-0.0430, 3.2319, -10.5995], [-1.3016, 3.5406, -11.3040], [2.3418, 2.2536, -7.2177], [1.3627, 0.7966, -7.6102], [0.5277, 2.1967, -7.1026], [-1.9728, 2.7010, -11.1234], [-1.0884, 3.5939, -12.3716], [-1.7843, 4.5039, -11.1391], [-0.1444, -7.9725, 2.1677], [-0.2462, -8.8024, 3.5168], [0.7561, -9.8032, 3.4750], [2.2487, -9.3167, 3.7835], [2.3457, -8.4117, 4.9542], [3.0287, -10.7582, 4.0779], [4.3917, -10.6634, 4.4977], [4.4903, -11.0317, 5.9853], [2.7630, -8.7775, 2.3650], [2.7928, -9.5394, 1.2079], [3.4622, -8.7409, 0.0759], [-0.5096, -8.5074, 1.2911], [-0.8897, -7.1786, 2.1194], [0.8182, -7.5211, 1.9272], [-0.1135, -8.1089, 4.3472], [-1.2369, -9.1799, 3.7700], [4.9129, -11.4004, 3.8868], [4.9294, -9.7335, 4.3129], [3.9300, -10.2620, 6.5162], [4.1099, -12.0458, 6.1072], [5.5017, -10.9537, 6.3842], [3.4450, -10.3865, 1.4203], [1.7718, -9.8340, 0.9655], [3.3500, -9.3090, -0.8475], [2.9830, -7.7645, 0.0046], [4.5214, -8.6843, 0.3270], [-3.1119, 4.1401, 1.3841], [-3.2381, 4.7489, 0.0862], [-3.1560, 3.7271, -0.8963], [-2.3849, 3.9540, -2.3741], [-0.8963, 3.6855, -2.3713], [-3.3175, 3.1306, -3.4702], [-4.7403, 3.0147, -3.1552], [-5.0163, 1.5870, -2.8107], [-2.6604, 5.4569, -2.7362], [-2.0711, 6.0268, -3.9519], [-2.6165, 7.3592, -4.3565], [-2.1324, 3.7327, 1.6344], [-3.4997, 4.8028, 2.1578], [-3.7789, 3.2794, 1.4339], [-4.0848, 5.4248, -0.0343], [-2.2994, 5.2893, -0.0358], [-5.0785, 3.7003, -2.3781], [-5.1778, 3.2657, -4.1214], [-4.6332, 0.8657, -3.5326], [-4.6566, 1.1645, -1.8725], [-6.0756, 1.3304, -2.8235], [-0.9910, 6.1189, -3.8380], [-2.1051, 5.2537, -4.7195], [-3.6725, 7.5158, -4.5766], [-2.0938, 8.0833, -3.7316], [-2.2687, 7.5749, -5.3667], [4.8058, 7.2478, -8.2384], [5.9258, 6.2942, -8.5010], [7.0869, 6.6175, -7.7929], [8.0670, 5.4357, -7.2249], [7.7702, 4.0294, -7.7386], [7.9699, 5.5632, -5.6531], [7.0986, 4.7808, -4.8520], [7.8711, 4.1569, -3.6526], [9.5254, 5.9838, -7.6823], [10.7471, 5.2075, -7.5342], [11.8582, 6.2071, -7.0962], [4.3942, 6.9524, -7.2733], [4.9930, 8.2985, -8.4598], [3.9887, 7.0624, -8.9355], [5.5853, 5.2984, -8.2171], [6.3040, 6.4201, -9.5155], [6.2438, 5.4095, -4.6028], [6.6159, 4.1342, -5.5848], [8.2794, 4.9366, -3.0096], [7.1488, 3.6527, -3.0107], [8.7012, 3.4841, -3.8682], [10.5960, 4.4231, -6.7925], [10.9667, 4.6525, -8.4462], [12.8136, 5.6846, -7.0483], [12.1035, 7.0434, -7.7508], [11.5998, 6.4860, -6.0747], [-6.7131, -2.2329, 1.7423], [-6.7126, -0.8380, 2.4637], [-7.8251, 0.0482, 2.0995], [-8.3055, 0.3208, 3.4102], [-7.7525, -0.3717, 4.3496], [-8.1916, -0.4300, 5.5098], [-6.7921, -1.1720, 3.8394], [-5.7903, -2.7873, 1.5715], [-7.2000, -2.2593, 0.7674], [-7.3920, -2.9045, 2.2678], [-5.7829, -0.3226, 2.2230], [-8.5847, -0.5708, 1.6220], [-7.6272, 0.9434, 1.5100], [-3.8384, -3.5084, 8.2746], [-4.7727, -4.6975, 8.3582], [-6.1292, -4.6814, 9.1482], [-7.1039, -4.8075, 8.1665], [-6.6187, -5.1520, 6.9681], [-7.3200, -5.5389, 6.0838], [-5.1742, -5.0799, 7.0361], [-3.1064, -3.7885, 7.5171], [-3.2943, -3.3477, 9.2054], [-4.2234, -2.5423, 7.9483], [-4.2161, -5.5030, 8.8372], [-6.3252, -3.7532, 9.6850], [-6.0980, -5.5450, 9.8125]], "forces_ev_per_angstrom": [[-1.334, -1.229, -0.698], [1.285, -0.829, -0.427], [0.084, 0.887, 0.694], [-1.020, 0.076, -0.067], [0.888, 0.174, 1.029], [-2.080, -0.597, -0.976], [0.811, 0.785, 0.376], [0.487, -0.410, -0.066], [0.502, 0.245, -0.016], [0.272, -0.193, -0.072], [-0.195, 0.848, -0.196], [0.298, 0.228, 0.407], [0.514, 0.254, 1.204], [1.303, -0.165, 0.348], [0.450, -2.134, 0.540], [-2.699, 1.106, -1.304], [-0.255, -0.109, 0.900], [0.573, 1.409, -1.507], [0.567, -0.083, -0.539], [-0.207, 0.452, -0.569], [-0.553, -0.081, 0.055], [-0.183, -0.119, 0.474], [0.474, -0.070, 0.518], [-0.016, -0.450, -0.121], [-1.815, 0.095, 0.261], [2.612, 0.434, -0.874], [-2.960, -1.107, 2.361], [1.235, 1.811, -2.932], [-0.607, 0.032, 0.569], [0.298, -1.334, -0.118], [-0.140, 0.170, -0.563], [0.276, -0.016, -0.601], [0.353, 0.080, 0.629], [-0.207, 0.294, 0.032], [0.510, -0.432, 0.104], [0.441, -0.017, 1.137], [-1.691, -0.212, 0.267], [0.070, 2.361, -1.301], [0.657, -0.839, 0.499], [0.395, -1.291, 1.572], [0.253, -0.270, -1.688], [-1.454, 2.306, -1.128], [1.139, -1.056, 0.592], [-0.125, 0.622, -0.649], [0.325, 1.306, 2.553], [0.587, -0.699, -1.352], [-0.503, -0.612, 0.878], [0.488, -0.800, 0.045], [0.051, 0.417, 0.724], [-0.023, -0.259, 0.476], [0.705, 0.011, 0.074], [0.141, -0.760, -0.820], [0.077, -0.144, 0.024], [-0.677, 0.469, -0.147], [-0.369, -0.388, 0.225], [-0.126, 0.204, 0.355], [0.176, -0.204, -0.325], [-0.400, -0.520, -0.225], [0.073, -0.262, -0.164], [-0.004, 0.164, -0.071], [0.262, 0.031, -0.198], [-0.033, 0.430, -0.212], [-1.213, -1.653, 2.388], [2.213, 1.341, -1.509], [0.262, -0.471, -3.319], [1.336, -1.172, 0.715], [-3.097, -0.173, -0.158], [1.346, 0.969, 2.557], [0.531, -0.423, -0.827], [-0.688, -1.794, 0.005], [-0.520, 1.366, -0.159], [0.441, -1.489, -0.305], [0.489, 0.437, -0.696], [0.095, 0.414, -0.148], [0.425, 0.152, 0.154], [-0.200, -0.206, 0.049], [-0.144, -0.286, -0.207], [-0.271, 0.943, -0.177], [0.234, 0.089, -0.136], [-0.446, 0.054, 0.237], [0.366, 0.436, -0.443], [0.287, 0.797, 0.322], [-0.338, 0.508, 0.085], [0.008, 0.159, 0.636], [-0.686, 0.036, -0.233], [-0.239, -0.288, 1.176], [-0.891, 0.464, 0.119], [0.727, -0.230, -0.122], [-0.875, -0.213, -0.224], [-0.057, 0.090, -1.487], [2.498, -0.685, 2.435], [-0.211, -1.875, -2.321], [0.341, 2.953, 1.152], [1.490, 1.103, -0.360], [-0.208, -0.670, -0.375], [-1.017, 0.650, -0.164], [-1.475, -0.218, 0.650], [0.300, 0.760, 0.180], [-0.157, -1.435, 0.134], [-0.020, 1.008, 0.326], [0.473, 0.027, 0.856], [-0.005, -0.554, -0.208], [0.181, -0.195, -0.624], [-0.830, -0.796, -0.521], [0.333, 0.335, 0.888], [0.305, -1.178, 0.558], [0.008, 0.296, -0.237], [-0.024, -0.283, -0.118], [-0.302, -0.021, -0.545], [0.073, 0.199, 0.320], [-0.135, 0.453, -0.304], [-0.005, -0.383, 0.181], [-0.853, 0.082, -0.025], [0.162, 0.545, -0.168], [-0.937, -0.069, -0.495], [3.297, -3.063, -2.273], [-1.623, -0.956, 0.666], [-1.856, 2.920, -0.906], [-1.344, -2.156, 4.441], [1.808, 0.438, -3.169], [-0.136, 1.271, 0.428], [0.314, 0.546, 0.542], [0.120, 0.795, -0.362], [0.159, 0.060, 0.577], [0.370, -0.128, 0.501], [-0.316, 0.396, -0.304], [0.177, -0.052, 0.388], [0.282, 0.147, -0.203], [-0.581, 0.094, 0.447], [1.564, 0.803, -0.062], [-0.964, -0.104, -0.342], [1.248, -0.697, 0.449], [1.462, 0.618, 0.182], [-2.459, -0.317, -0.475], [0.205, 0.020, 0.058], [-0.095, -0.116, 0.100], [-0.583, -0.188, 0.071], [0.276, -0.217, -0.513], [0.163, -0.122, 0.152], [-0.525, 0.093, 0.097]], "lowdin_charge": [-0.08, -0.02, -0.57, 0.13, -0.02, 0.00, 0.09, 0.09, 0.09, 0.08, 0.09, 0.10, -0.06, -0.01, -0.53, 0.11, -0.01, -0.08, 0.09, 0.09, 0.09, 0.10, 0.10, 0.09, -0.01, 0.00, -0.56, 0.06, -0.01, -0.01, 0.10, 0.10, 0.09, 0.09, 0.08, 0.09, -0.06, -0.24, -0.18, 0.49, -0.23, -0.19, -0.30, -0.07, -0.20, -0.30, -0.05, 0.07, 0.07, 0.06, 0.10, 0.12, 0.11, 0.12, 0.07, 0.08, 0.07, 0.12, 0.12, 0.08, 0.08, 0.08, -0.09, -0.32, -0.21, 0.52, -0.27, -0.20, -0.26, -0.09, -0.20, -0.25, -0.07, 0.09, 0.09, 0.08, 0.13, 0.12, 0.11, 0.12, 0.08, 0.08, 0.07, 0.12, 0.11, 0.08, 0.08, 0.08, -0.08, -0.32, -0.19, 0.50, -0.28, -0.20, -0.25, -0.05, -0.20, -0.23, -0.06, 0.08, 0.08, 0.08, 0.11, 0.13, 0.12, 0.10, 0.07, 0.07, 0.07, 0.11, 0.11, 0.07, 0.07, 0.07, -0.01, -0.32, -0.08, 0.09, -0.56, 0.11, 0.10, 0.08, 0.07, 0.09, 0.15, 0.14, 0.15, -0.03, -0.32, -0.10, 0.06, -0.47, 0.17, 0.04, 0.08, 0.08, 0.09, 0.14, 0.14, 0.13], "orbital_gap_ev": 10.49, "e_tot_ha": -4434.28868, "smiles": "CCOP(=O)(OCC)OCC.CCOP(=O)(OCC)OCC.CCOP(=O)(OCC)OCC.C[C@H]1COC(=O)O1.C[C@H]1COC(=O)O1.COC(=O)OC.COC(=O)OC.COC(=O)OC", "fmax_ha_per_bohr": 0.0995}

Entry 2:
{"formula": "C8H16F8N2O12S4Sn", "method": "ωB97M-V with the def2-TZVPD basis set", "elements": ["Sn", "N", "S", "O", "O", "F", "S", "O", "O", "F", "C", "O", "C", "C", "N", "H", "H", "C", "C", "O", "C", "H", "H", "H", "H", "H", "H", "H", "H", "H", "H", "H", "H", "H", "H", "C", "F", "F", "F", "S", "O", "O", "O", "C", "F", "F", "F", "S", "O", "O", "O"], "xyz": [[-20.0894, -6.7926, -7.8407], [-21.1851, -7.6834, -10.4241], [-22.3392, -7.2730, -11.3365], [-23.1993, -8.3497, -11.7876], [-22.2482, -6.0774, -12.1140], [-23.2244, -6.7740, -10.0577], [-20.1081, -8.1392, -11.6731], [-19.7093, -7.1877, -12.6852], [-20.2954, -9.4841, -12.1270], [-18.7627, -8.1232, -10.7954], [-19.8957, -10.1944, -5.9192], [-19.7197, -9.6432, -7.2101], [-19.4292, -10.6127, -8.2388], [-20.7086, -11.3066, -8.6716], [-21.7733, -10.2920, -9.0487], [-21.9366, -9.8080, -8.1649], [-21.3534, -9.4970, -9.5431], [-22.8795, -10.9677, -9.8237], [-23.8215, -11.8366, -8.9895], [-23.3085, -13.1417, -8.9035], [-23.9946, -14.0899, -8.0974], [-20.6389, -10.9947, -5.8969], [-20.0301, -9.4166, -5.1682], [-19.0163, -10.6826, -5.4854], [-18.6550, -11.3300, -7.9653], [-19.0017, -10.0277, -9.0566], [-21.1430, -11.9320, -7.8919], [-20.6175, -11.9897, -9.5146], [-22.5659, -11.4790, -10.7296], [-23.4899, -10.1045, -10.0917], [-24.7766, -11.9944, -9.4987], [-24.0025, -11.2871, -8.0580], [-24.9984, -14.2600, -8.4992], [-24.1511, -13.7820, -7.0615], [-23.4716, -15.0412, -8.1400], [-16.3243, -8.1481, -4.3309], [-16.1212, -8.3795, -3.0189], [-15.1326, -7.8724, -4.7909], [-16.8361, -9.2700, -4.8985], [-17.5142, -6.6878, -4.5274], [-16.7487, -5.5842, -5.1047], [-18.5182, -7.1536, -5.5087], [-18.0221, -6.4527, -3.1879], [-15.2378, -8.0893, -9.2067], [-13.9494, -8.0324, -9.5046], [-15.9036, -8.8306, -10.1065], [-15.5197, -8.6651, -8.0277], [-15.9997, -6.3803, -9.2140], [-15.1400, -5.5138, -8.4267], [-16.0492, -6.0212, -10.6038], [-17.3340, -6.4711, -8.6190]], "forces_ev_per_angstrom": [[3.608, -0.388, 0.580], [4.695, -1.417, -0.640], [-8.276, 2.642, -0.455], [1.727, 0.447, -0.060], [0.745, -1.153, 0.359], [0.179, 0.119, 0.187], [5.092, 0.369, -1.927], [-1.872, -0.661, 1.648], [-0.632, 0.180, 1.353], [-1.292, -0.576, 0.611], [0.601, -0.719, 1.485], [-0.021, 0.245, -0.601], [-0.133, 0.571, -0.421], [-0.122, -0.243, -0.042], [1.801, -1.452, 0.364], [-1.343, -0.463, 0.149], [-0.074, -0.222, -1.159], [-2.134, 1.448, 0.674], [0.107, -0.599, -0.473], [1.373, -0.188, 0.895], [-0.923, 0.226, -0.321], [-0.517, 0.421, -0.061], [-0.643, 0.276, -0.448], [0.524, 0.064, -0.816], [-0.122, 0.009, 0.413], [-0.068, -0.038, -0.101], [-0.020, 0.176, 0.137], [0.461, 0.271, -0.139], [0.742, 0.239, 0.194], [-0.086, -0.139, -0.597], [-0.159, 0.938, -0.170], [-0.057, -0.503, 0.442], [-0.069, -0.011, -0.130], [0.399, 0.198, 0.074], [0.251, 0.194, -0.010], [-0.354, 0.244, 1.076], [-0.697, -0.307, -0.271], [0.253, -0.075, -1.132], [0.446, 0.385, 0.164], [1.172, 3.232, 0.195], [-0.481, -1.638, 0.769], [-1.866, -0.981, -1.277], [-0.017, -0.849, -1.034], [-1.768, 0.965, 0.137], [-0.463, -0.478, 0.458], [0.426, -0.231, -0.448], [1.029, -0.139, 0.240], [2.017, 3.049, -0.585], [-0.398, -1.438, -0.092], [-0.155, -0.751, -0.421], [-2.888, -1.252, 1.227]], "lowdin_charge": [1.74, -0.41, 0.43, -0.27, -0.22, -0.24, 0.55, -0.21, -0.25, -0.20, -0.09, -0.31, -0.14, -0.08, 0.07, 0.16, 0.09, -0.07, -0.20, -0.20, -0.08, 0.09, 0.10, 0.10, 0.15, 0.12, 0.13, 0.15, 0.15, 0.12, 0.14, 0.13, 0.09, 0.09, 0.09, -0.64, 0.11, 0.17, 0.09, 0.51, -0.30, -0.51, -0.30, -0.65, 0.17, 0.10, 0.11, 0.46, -0.28, -0.30, -0.46], "orbital_gap_ev": 4.95, "e_tot_ha": -3932.56837, "fmax_ha_per_bohr": 0.1692}

Entry 3:
{"formula": "C10H6Cl4O10PdS2", "method": "ωB97M-V with the def2-TZVPD basis set", "elements": ["Pd", "O", "S", "O", "O", "C", "C", "C", "C", "C", "C", "S", "O", "O", "O", "H", "H", "H", "H", "Cl", "C", "Cl", "Cl", "C", "O", "O", "Cl", "C", "C", "O", "O", "H", "H"], "xyz": [[0.2627, 0.7193, 0.8618], [-2.8528, 0.4217, -2.0671], [-1.4616, 0.2998, -1.6958], [-1.3607, 0.2539, -0.2022], [-0.5462, 1.2196, -2.3138], [-0.9867, -1.3454, -2.2830], [-1.8295, -1.8583, -3.2642], [-1.5656, -3.0684, -3.8873], [-0.4397, -3.7880, -3.5290], [0.4005, -3.2935, -2.5438], [0.1431, -2.0843, -1.9068], [1.2812, -1.6815, -0.5603], [2.4172, -2.5521, -0.7755], [1.5823, -0.2372, -0.7169], [0.5291, -1.9538, 0.6497], [-2.7028, -1.2793, -3.5279], [-2.2408, -3.4402, -4.6494], [-0.2129, -4.7344, -4.0066], [1.2827, -3.8387, -2.2390], [4.3670, 0.3590, 3.3461], [3.6989, 1.9739, 3.0414], [5.0393, 3.0813, 2.6860], [2.8655, 2.5482, 4.5102], [2.6480, 1.9470, 1.8622], [1.8219, 1.0004, 2.0537], [2.7304, 2.7829, 0.9936], [-3.2466, 1.9069, 4.4689], [-2.5546, 2.9504, 3.1749], [-1.4416, 2.3443, 2.3209], [-0.9814, 3.1373, 1.4952], [-1.0992, 1.1417, 2.5264], [-2.1734, 3.8433, 3.6608], [-3.3736, 3.2243, 2.5166]], "forces_ev_per_angstrom": [[0.187, -0.181, 0.229], [-0.060, 0.002, -0.033], [-0.005, 0.036, 0.163], [-0.165, -0.077, -0.284], [0.031, 0.004, -0.020], [0.037, -0.032, 0.029], [0.003, -0.005, -0.053], [-0.020, 0.033, 0.008], [0.031, -0.004, 0.020], [0.001, -0.032, -0.002], [-0.030, 0.051, -0.022], [-0.316, -0.276, 0.237], [0.190, 0.258, -0.162], [-0.402, 0.172, 0.543], [0.070, -0.226, -0.150], [-0.002, -0.006, 0.001], [-0.002, 0.002, 0.000], [0.002, 0.000, 0.001], [-0.003, -0.002, -0.010], [-0.007, 0.002, -0.010], [0.080, 0.027, 0.071], [-0.009, 0.000, 0.000], [0.000, -0.007, -0.007], [-0.131, -0.055, -0.151], [0.049, 0.118, 0.177], [0.048, 0.002, 0.044], [0.010, 0.025, -0.022], [-0.085, -0.060, 0.126], [0.177, 0.188, -0.022], [-0.171, -0.130, 0.162], [0.487, 0.186, -0.861], [0.009, -0.003, -0.008], [-0.006, -0.012, 0.003]], "lowdin_charge": [1.08, -0.33, 0.49, -0.43, -0.30, -0.20, -0.08, -0.10, -0.10, -0.07, -0.21, 0.46, -0.34, -0.38, -0.34, 0.10, 0.09, 0.09, 0.10, 0.57, -1.49, 0.55, 0.56, -0.80, -0.18, 0.03, 0.48, -0.49, -0.76, -0.01, -0.10, 0.06, 0.07], "e_above_lowest_kcal_mol": 0.0, "orbital_gap_ev": 7.56, "total_charge": -2, "e_tot_ha": -3902.25125, "fmax_ha_per_bohr": 0.0196}